Entry 1:
C35H58N8O4SSbSi4Ti as an isolated structure at a distorted geometry, computed with ωB97M-V/def2-TZVPD.

Positions of all 112 atoms, in Å:
Ti: 9.34932 -17.92737 7.67129
C: 12.16305 -19.72227 4.26749
Sb: 10.43907 -18.75498 5.09086
C: 9.48555 -19.94231 6.67457
C: 8.45895 -21.03976 6.43105
C: 7.52545 -21.49467 7.40081
C: 6.60510 -22.49404 7.07899
C: 6.62128 -22.95163 5.77309
C: 7.59395 -22.43246 4.94687
N: 8.49514 -21.56430 5.19101
Si: 10.81562 -20.76043 7.77542
C: 12.40538 -19.79682 7.86610
C: 11.20435 -22.44045 7.04214
C: 10.19515 -20.88137 9.58263
C: 9.29590 -17.94067 3.27585
C: 7.80581 -17.71503 3.57585
C: 7.25367 -16.46428 3.19821
C: 5.87476 -16.33710 3.17845
C: 5.05918 -17.34929 3.58174
C: 5.73768 -18.49318 4.06006
N: 7.03888 -18.68459 4.04873
Si: 10.20030 -16.25787 3.02626
C: 10.05579 -15.51540 1.34637
C: 9.86142 -15.02039 4.35010
C: 12.03950 -16.44034 3.14891
Si: 9.13236 -19.13897 1.77824
C: 10.83754 -19.16264 1.11736
C: 8.49464 -20.86318 2.04476
C: 7.98641 -18.30643 0.48858
H: 11.88053 -20.07388 3.32402
H: 12.35758 -20.59778 4.88463
H: 13.05811 -19.14769 4.30671
H: 7.63594 -21.10939 8.38785
H: 5.98461 -22.83094 7.82314
H: 6.00157 -23.75075 5.33035
H: 7.63848 -22.95306 4.01391
H: 12.31683 -18.91884 8.54137
H: 12.89001 -19.44694 6.92725
H: 13.15797 -20.47942 8.38646
H: 11.52608 -22.30719 6.00359
H: 10.37662 -23.14552 7.11556
H: 12.16343 -22.90298 7.44131
H: 10.06510 -19.87048 10.00637
H: 10.88772 -21.31578 10.26760
H: 9.28402 -21.47328 9.69269
H: 7.81941 -15.62058 2.93606
H: 5.37563 -15.48899 2.70377
H: 4.01724 -17.40357 3.30816
H: 5.18465 -19.35693 4.41076
H: 9.07347 -15.46099 0.88065
H: 10.62687 -16.18986 0.73658
H: 10.52768 -14.52813 1.32580
H: 9.15962 -14.26811 4.02135
H: 10.79346 -14.45103 4.47818
H: 9.46459 -15.34590 5.34884
H: 12.37257 -15.49072 2.85862
H: 12.53529 -17.11139 2.44796
H: 12.43542 -16.62449 4.18053
H: 11.48230 -18.40305 1.53622
H: 10.77547 -19.20540 0.03771
H: 11.30581 -20.16994 1.47029
H: 7.74712 -20.83321 2.86966
H: 9.32645 -21.56043 2.30066
H: 7.98343 -21.17437 1.13719
H: 8.29575 -17.35744 0.17589
H: 6.95261 -18.30588 0.82005
H: 8.04737 -19.07347 -0.25027
N: 5.89245 -19.03909 13.41003
C: 6.07325 -19.01253 12.25572
C: 6.21545 -18.98385 10.75794
C: 5.22897 -19.62174 9.97990
C: 5.26923 -19.48403 8.62307
C: 6.35364 -18.82460 8.00990
N: 7.41873 -18.40271 8.72495
C: 7.36658 -18.45624 10.08186
H: 4.42952 -20.22398 10.46058
H: 4.50390 -19.92550 8.01144
H: 6.36062 -18.61450 6.95248
H: 8.18143 -17.94980 10.60021
C: 10.10199 -16.28714 11.65457
Si: 11.07585 -16.45117 10.00749
C: 11.09265 -14.84544 9.12539
C: 12.87228 -16.91320 10.42166
O: 10.46814 -17.71483 9.08188
H: 10.87695 -15.99307 12.43245
H: 9.74461 -17.18380 12.14701
H: 9.34487 -15.52978 11.58645
H: 11.81372 -14.17190 9.54739
H: 10.11345 -14.42224 9.28706
H: 11.31848 -14.99959 8.07884
H: 13.08570 -17.89372 10.86330
H: 13.32666 -16.10046 11.01395
H: 13.47991 -16.75829 9.48108
C: 0.08883 -19.39145 12.78588
C: 1.48813 -19.00758 12.23242
C: 1.41233 -18.20761 10.99144
N: 1.96297 -18.52740 9.86158
N: 1.88348 -17.46927 8.92595
C: 1.34975 -16.39410 9.40506
N: 1.07148 -15.30171 8.60940
S: 0.73688 -16.62179 11.00793
H: 0.18332 -20.13883 13.55679
H: -0.52300 -19.82443 11.91190
H: -0.30494 -18.52836 13.19573
H: 2.00310 -19.89827 11.94663
H: 2.04760 -18.41365 12.96962
H: 1.49904 -15.31158 7.70140
H: 1.21262 -14.34033 8.98788
O: 6.69856 -15.26951 6.89935
N: 7.64902 -15.99492 7.17104
O: 8.35029 -15.95368 8.17875
O: 8.01017 -16.89516 6.31834

- 2S+1 = 2
- highest occupied orbital energy (spin up / spin down) (eV) = -7.5 / -7.5
- Kohn-Sham gap (spin up / spin down) (eV) = 7.18 / 7.11
- relative energy (zero: lowest compared OMol25 entry of this formula, charge and spin) (eV) = 2.832
- ⟨S²⟩ = 0.755
- LUMO (spin up / spin down) (eV) = -0.34 / -0.38

---

Entry 2:
A 4-piece molecular cluster, C35H60IN4O4 overall at a distorted geometry, computed with ωB97M-V/def2-TZVPD.

Positions of all 104 atoms, in Å:
C: 6.77931 -3.60721 1.88367
C: 6.38233 -3.79797 0.32914
C: 5.57308 -2.52209 -0.21336
C: 4.25818 -2.17377 0.68190
O: 3.47162 -1.25354 -0.12860
C: 2.13224 -1.06524 0.43088
O: 2.05738 -1.45853 1.82200
C: 0.69244 -1.20560 2.22546
C: 0.25983 0.34200 2.17707
N: 1.17125 1.20551 1.31904
C: 2.19148 1.98111 2.10236
C: 2.78401 1.24045 3.39191
O: 3.77978 0.46773 3.32201
I: 1.99887 1.50780 5.43818
C: 1.74033 0.45810 0.12632
C: 0.80574 0.64013 -1.19881
C: -0.52631 -0.25972 -1.17828
C: -1.83610 0.54194 -1.66793
C: -2.95882 -0.53612 -2.13753
C: -3.72745 -0.99284 -0.77539
C: -5.28865 -0.60033 -0.76627
C: -6.10616 -1.77230 -1.53012
C: -6.07408 -3.12741 -0.62508
C: -7.53479 -3.49556 -0.05176
C: -7.73282 -2.64345 1.31983
C: -9.15307 -1.88396 1.29790
C: -9.09624 -0.33807 1.73667
O: -10.39941 -0.02808 2.33711
C: -10.30323 0.00381 3.78669
H: 7.61751 -2.81972 1.94735
H: 5.89438 -3.39248 2.56890
H: 7.25427 -4.60894 2.21191
H: 5.65673 -4.69786 0.25014
H: 7.31822 -4.04945 -0.27725
H: 5.14591 -2.82712 -1.24711
H: 6.22288 -1.59726 -0.40886
H: 4.61254 -1.61711 1.61602
H: 3.75354 -3.17547 0.89032
H: 1.46925 -1.81961 -0.15065
H: -0.06181 -1.83773 1.61648
H: 0.54587 -1.55017 3.31948
H: -0.76596 0.37327 1.63948
H: 0.05711 0.81097 3.21078
H: 0.53171 1.91927 0.90128
H: 3.08266 2.37168 1.49162
H: 1.64417 2.92441 2.49485
H: 2.72452 1.00281 -0.14804
H: 1.41987 0.39548 -2.14741
H: 0.52281 1.74718 -1.25556
H: -0.71260 -0.80476 -0.17733
H: -0.35557 -1.11125 -1.94524
H: -2.21137 1.16472 -0.77781
H: -1.50982 1.20028 -2.54588
H: -2.43163 -1.47225 -2.56361
H: -3.68288 -0.12012 -2.91477
H: -3.26911 -0.49597 0.16736
H: -3.52739 -2.11246 -0.66009
H: -5.72288 -0.54673 0.29563
H: -5.48536 0.43048 -1.25634
H: -5.56251 -1.93683 -2.52820
H: -7.19577 -1.45092 -1.74709
H: -5.58616 -3.94602 -1.25337
H: -5.39884 -2.90442 0.27916
H: -8.28625 -3.18742 -0.87374
H: -7.59754 -4.61601 0.19780
H: -7.73067 -3.41421 2.17202
H: -6.86104 -1.92825 1.53414
H: -9.84443 -2.41506 2.03856
H: -9.61312 -1.91289 0.24624
H: -9.02735 0.33728 0.80154
H: -8.22193 -0.11287 2.43716
H: -10.16739 1.08792 4.17208
H: -9.40301 -0.59478 4.16453
H: -11.23261 -0.47644 4.27600
N: 5.42679 2.26276 -0.81293
C: 5.44738 3.39730 -0.04536
C: 5.47875 4.48106 -0.89084
C: 5.47062 3.98176 -2.21697
C: 5.43552 2.61072 -2.13820
H: 5.40776 1.31882 -0.45826
H: 5.44016 3.33576 1.03315
H: 5.50392 5.51809 -0.58813
H: 5.48820 4.56117 -3.12816
H: 5.41775 1.85465 -2.90845
N: 2.95156 6.06584 0.69296
C: 3.21711 7.04797 1.60895
C: 2.02106 7.46949 2.13852
C: 0.99644 6.70945 1.52345
C: 1.60105 5.84980 0.63785
H: 3.64272 5.57658 0.14463
H: 4.23128 7.36275 1.80370
H: 1.89811 8.23864 2.88654
H: -0.06547 6.78235 1.70802
H: 1.18697 5.10523 -0.02636
N: 4.07115 -1.89244 -3.79604
C: 4.03489 -3.12317 -4.39628
C: 4.58057 -2.99927 -5.65057
C: 4.96580 -1.64553 -5.81172
C: 4.64222 -0.98684 -4.65099
H: 3.73174 -1.68568 -2.86962
H: 3.62363 -3.97806 -3.88085
H: 4.69142 -3.79534 -6.37185
H: 5.42930 -1.20217 -6.68066
H: 4.76744 0.04542 -4.36063

- 2S+1 = 1
- highest occupied orbital energy (eV) = -10.2
- Kohn-Sham gap (eV) = 6.47
- charge = +1
- LUMO (eV) = -3.69

---

Going through the records in order, we get E_tot values of -129345.5383 -59504.8849 eV.
Going through the records in order, we get molar mass values of 968.939 727.793 g/mol.